[1]
Here is 2 unconnected molecules or ions with the total composition C5H12 from the OMol25 dataset. Energies are from ωB97M-V with the def2-TZVPD basis set.

XYZ file:
```
17
Properties=species:S:1:pos:R:3
H 1.790 -0.973 -3.183
H -1.130 -1.888 -0.631
H 0.472 -2.149 0.159
C -0.175 -2.408 -0.675
C -1.200 2.280 2.000
H 1.366 -0.236 -1.495
C 0.560 -2.097 -1.958
C 1.301 -1.038 -2.223
H 0.480 2.868 0.785
H -1.594 1.385 2.443
H -1.960 2.562 1.269
H 0.403 -2.808 -2.769
H -0.368 -3.480 -0.638
C 0.149 1.999 1.354
H 0.947 1.813 2.077
H -1.150 3.076 2.737
H 0.107 1.094 0.747
```

Output
* molar mass: 72.15 g mol⁻¹
* largest force on an atom: 0.84 eV/A
* orbital gap: 0.395 Eh
* total charge: 0
* SMILES: C=CC.CC
* energy relative to the best compared isomer or geometry (same formula, charge and spin): 124.2 kJ/mol
* total energy: -197.6618 Eh
* spin multiplicity: 1

Atom charges from the Mulliken analysis, given in e for atoms 1 to 6: atom 1 (H): 0.25, atom 2 (H): 0.24, atom 3 (H): 0.29, atom 4 (C): -0.99, atom 5 (C): -0.92, atom 6 (H): 0.19

[2]
Here is a molecular structure, C44H43AsCl3F5FeIN4OS from the OMol25 dataset. Energies are from ωB97M-V with the def2-TZVPD basis set.

XYZ file:
```
104
Properties=species:S:1:pos:R:3
H -2.622 -3.336 -0.358
C -2.034 1.861 -2.986
H 4.347 -2.947 2.308
H 5.720 -2.802 3.419
C 4.908 1.270 -1.295
C 0.896 -3.616 -0.791
H -1.404 -3.712 -2.883
H -4.540 -3.874 -1.824
H -4.839 1.474 -0.820
C -1.848 2.812 -0.907
C 2.359 2.545 1.192
H 1.296 2.340 1.231
N 0.379 -1.247 2.183
H -6.331 0.744 -1.398
C 2.090 -0.230 4.402
Cl -3.742 6.343 -0.707
C 3.577 -0.863 6.170
H -3.296 0.877 0.564
F 1.293 2.695 -2.257
As -2.782 -1.086 -1.553
C -2.717 2.956 -3.472
C 3.230 -0.409 -1.034
F 2.431 -1.279 -4.538
C 4.129 1.918 -4.387
H -3.546 4.891 -2.989
Cl 1.820 -3.830 0.696
C 4.428 0.003 -1.584
H 3.419 -0.760 1.495
H 1.781 0.275 6.450
S 0.452 -0.129 -2.710
C 1.399 -0.661 1.513
H 5.410 -1.533 2.235
C 4.935 -2.251 2.908
C 3.837 0.595 -4.719
C -3.071 -0.995 3.355
H -3.013 2.984 -4.509
C -5.331 0.524 -1.023
N -1.585 1.771 -1.720
C -1.498 -2.904 -3.607
H 3.849 -0.846 7.214
H -3.656 -1.322 4.201
F 3.551 3.889 -3.212
C -1.747 -1.383 3.269
C 2.687 0.003 -4.236
C 3.021 1.672 0.176
H -2.703 5.499 1.764
H -1.781 1.027 -3.630
H -1.903 -2.505 5.074
H -0.588 -2.310 -3.591
H -1.589 -3.352 -4.596
N 1.290 -0.088 0.357
H 0.329 -4.525 -0.984
C -2.441 4.756 1.024
H 1.587 -3.402 -1.606
H -2.746 -1.235 -4.082
H 2.778 2.368 2.183
H -5.184 -1.124 -2.381
H 0.678 -1.713 3.029
C -1.302 2.693 0.396
H -0.343 -1.714 4.868
H -5.431 -0.028 -0.089
Cl -0.258 -2.248 -0.643
H 2.505 3.594 0.951
H 4.977 -0.660 -2.238
H 5.293 -1.993 5.589
C -3.021 4.022 -2.630
H -4.650 0.167 2.495
C -2.866 4.915 -0.294
C -3.444 -2.619 -0.427
C -1.690 3.655 1.357
H -0.740 -3.169 3.929
C 4.206 2.084 -0.423
C 2.499 0.418 -0.178
N 2.621 -0.856 2.108
C -3.632 -0.173 2.394
H 1.222 0.320 4.069
F 5.246 2.494 -4.851
C -0.984 -0.945 2.169
C 2.114 2.019 -3.080
H -4.379 0.342 -2.939
C -2.877 0.202 1.298
H -3.624 -2.611 -3.420
C -2.601 3.951 -1.290
O -0.515 1.718 0.664
C -4.561 -0.284 -2.060
Fe -0.648 0.185 -0.614
C -1.569 -0.225 1.140
C 3.258 2.630 -3.564
C -1.141 -2.241 4.344
H -3.603 -2.231 0.583
H -4.958 -4.114 -0.129
C 1.796 0.692 -3.395
H -5.550 -2.694 -0.973
I -1.056 3.248 3.312
H 4.576 3.072 -0.190
H 2.855 -1.400 -1.242
C -2.706 -2.023 -3.324
C 4.388 -1.508 5.252
C 2.901 -0.889 3.481
C -4.697 -3.363 -0.875
F 4.697 -0.103 -5.472
C 4.064 -1.545 3.905
C 2.422 -0.232 5.744
H 5.830 1.619 -1.734
```

Output
* molar mass: 1134.94 g mol⁻¹
* largest force on an atom: 2.79 eV/A
* orbital gap (alpha / beta): 0.243 / 0.229 Eh
* total charge: 0
* total energy: -8071.9675 Eh
* spin multiplicity: 6

Atom charges from the Mulliken analysis, given in e for atoms 1 to 6: atom 1 (H): 0.33, atom 2 (C): -0.33, atom 3 (H): 0.19, atom 4 (H): 0.42, atom 5 (C): -1.18, atom 6 (C): -0.76

[3]
Here is a molecular structure, C25H25Cl3FFeN4O2Si2 from the OMol25 dataset. Energies are from ωB97M-V with the def2-TZVPD basis set.

XYZ file:
```
63
Properties=species:S:1:pos:R:3
H 4.454 -1.158 2.592
C -2.007 0.352 0.215
O -6.481 7.514 -0.084
C -5.569 3.987 -0.541
C -3.686 5.257 0.236
C 5.948 -5.564 0.136
H 3.711 0.975 -0.911
H 2.774 -0.795 2.148
H 6.900 -5.767 0.609
C 0.745 0.951 0.347
Si 4.180 -1.230 0.137
H -2.645 5.292 0.527
N -1.364 -1.989 0.368
Si 0.767 -4.252 1.068
H 2.615 -0.240 -1.560
H -7.398 5.058 -0.825
N -3.536 2.796 -0.165
H 1.798 1.187 0.409
H 4.299 -0.192 -2.093
C -1.037 -0.680 0.294
C 4.100 -6.290 -1.205
C -5.804 6.338 -0.136
N -2.336 2.896 0.131
C 0.369 -0.372 0.301
H -4.133 0.677 0.068
H -4.691 -1.733 0.159
C 6.052 -1.259 -0.019
H 3.566 -7.023 -1.794
C -4.241 4.037 -0.158
C -3.664 -1.395 0.201
C -4.457 6.396 0.238
C -7.856 7.492 -0.416
H -8.414 6.832 0.252
Cl 1.368 -6.189 1.189
O 1.306 -1.307 0.290
H -2.842 -3.392 0.369
C -6.362 5.129 -0.532
H -5.986 3.034 -0.842
H 0.099 3.005 0.303
C -3.359 -0.065 0.157
C -0.212 1.968 0.291
H 6.560 -1.642 0.868
Cl -0.818 -4.217 2.307
C -2.624 -2.329 0.321
H -8.212 8.511 -0.295
H -8.011 7.177 -1.451
Fe 1.597 -2.889 -0.560
H 4.032 0.431 1.957
C 5.357 -4.324 0.320
C 3.554 -5.050 -1.000
H -4.046 7.352 0.534
C -1.558 1.716 0.187
C 5.335 -6.550 -0.627
F 2.320 -4.751 -1.539
Cl 0.123 -3.028 -2.111
H 5.835 -3.584 0.943
N 3.425 -2.812 -0.179
H 6.378 -0.224 -0.158
C 3.639 -0.068 -1.231
H 6.399 -1.833 -0.881
C 3.815 -0.638 1.873
H 5.806 -7.513 -0.767
C 4.122 -4.016 -0.269
```

Output
* molar mass: 650.88 g mol⁻¹
* largest force on an atom: 0.76 eV/A
* orbital gap (alpha / beta): 0.205 / 0.212 Eh
* total charge: 0
* total energy: -4660.3801 Eh
* spin multiplicity: 2

Atom charges from the Mulliken analysis, given in e for atoms 1 to 6: atom 1 (H): 0.40, atom 2 (C): 1.05, atom 3 (O): -0.42, atom 4 (C): -0.52, atom 5 (C): -0.02, atom 6 (C): -0.92

[4]
Here is 2 unconnected molecules or ions with the total composition C5H10N3O2 from the OMol25 dataset. Energies are from ωB97M-V with the def2-TZVPD basis set.

XYZ file:
```
20
Properties=species:S:1:pos:R:3
C 0.099 0.671 0.060
H 1.948 -1.633 -1.783
H 1.975 0.911 1.216
O -1.323 0.992 -1.636
H -1.621 1.759 -2.011
H 1.063 -0.632 1.290
C 1.049 -1.183 -1.330
N 1.226 0.197 -0.699
H -2.846 2.067 0.352
N -1.920 1.784 0.488
H 0.304 -1.166 -1.982
H -3.032 -1.306 2.160
C -1.074 1.205 -0.350
C 1.302 0.227 0.759
N -2.352 -0.891 1.565
C -2.137 -1.288 0.453
H -1.750 1.731 1.498
O -1.912 -1.537 -0.650
H 0.699 -1.762 -0.439
H 1.900 0.696 -1.273
```

Output
* molar mass: 144.15 g mol⁻¹
* largest force on an atom: 4.99 eV/A
* orbital gap: 0.359 Eh
* total charge: +1
* energy relative to the best compared isomer or geometry (same formula, charge and spin): 304.1 kJ/mol
* total energy: -510.9260 Eh
* spin multiplicity: 1

Atom charges from the Mulliken analysis, given in e for atoms 1 to 6: atom 1 (C): 0.61, atom 2 (H): 0.32, atom 3 (H): 0.30, atom 4 (O): -0.37, atom 5 (H): 0.34, atom 6 (H): 0.21

[5]
Here is a single C4H9NO2 molecule from the OMol25 dataset. Energies are from ωB97M-V with the def2-TZVPD basis set.

XYZ file:
```
16
Properties=species:S:1:pos:R:3
H 1.268 0.610 -1.996
H -1.443 -0.942 1.368
C -1.721 -0.499 0.397
H -1.436 1.330 -0.711
H 2.800 0.302 -1.220
O -1.357 -1.328 -0.677
H -2.819 -0.439 0.382
H 1.876 -1.064 -1.952
H -1.689 1.541 1.055
C 1.036 0.244 0.832
H 1.416 0.355 1.860
O 0.213 1.232 0.448
C 1.813 -0.161 -1.370
C -1.198 0.945 0.280
H -0.398 -1.432 -0.637
N 1.566 -0.583 0.003
```

Output
* molar mass: 103.12 g mol⁻¹
* largest force on an atom: 2.41 eV/A
* orbital gap: 0.381 Eh
* total charge: 0
* SMILES: C/N=C\OCCO
* energy relative to the best compared isomer or geometry (same formula, charge and spin): 317.1 kJ/mol
* total energy: -362.9647 Eh
* spin multiplicity: 1

Atom charges from the Mulliken analysis, given in e for atoms 1 to 6: atom 1 (H): 0.25, atom 2 (H): 0.31, atom 3 (C): -0.44, atom 4 (H): 0.28, atom 5 (H): 0.34, atom 6 (O): -0.55

[6]
Here is a molecular structure, C8H12Cl12F6NO8PS2V2 from the OMol25 dataset. Energies are from ωB97M-V with the def2-TZVPD basis set.

XYZ file:
```
52
Properties=species:S:1:pos:R:3
C -19.517 17.413 36.280
O -16.300 19.416 30.067
C -19.559 12.436 31.262
O -16.581 19.145 32.457
O -19.965 17.348 29.176
F -18.802 21.127 29.942
O -18.400 19.038 28.431
O -20.236 15.395 31.148
C -22.813 19.338 33.389
Cl -20.903 18.275 36.936
C -23.888 12.300 30.573
O -22.469 15.125 31.570
H -20.714 12.266 34.711
Cl -18.835 18.109 34.799
Cl -19.727 11.152 29.960
N -18.226 17.966 31.077
F -16.208 16.862 28.801
Cl -22.837 11.404 34.630
Cl -23.866 18.534 32.205
Cl -25.445 12.050 31.405
F -17.853 16.073 27.518
O -20.325 15.376 33.545
H -23.246 12.888 31.229
H -23.321 11.395 30.355
F -17.495 15.329 29.627
S -18.610 17.862 29.317
H -18.826 13.142 30.872
H -21.794 19.346 33.002
C -18.413 20.804 31.202
Cl -21.183 12.621 36.913
C -17.430 16.384 28.747
F -19.538 20.565 31.887
H -20.518 12.936 31.393
F -17.806 21.778 31.890
Cl -23.549 20.947 33.762
V -21.749 16.305 30.081
H -23.818 15.941 33.582
H -24.565 14.490 34.246
H -18.846 17.129 37.090
Cl -18.979 11.668 32.804
P -21.218 15.681 32.296
H -22.867 18.756 34.309
V -19.045 16.651 32.387
Cl -23.526 15.792 35.953
C -24.372 15.546 34.433
H -21.982 13.568 34.839
O -21.033 17.132 31.873
Cl -25.915 16.513 34.493
H -19.951 16.492 35.890
Cl -24.105 13.311 29.156
S -17.231 19.187 31.149
C -21.644 12.588 35.178
```

Output
* molar mass: 986.60 g mol⁻¹
* largest force on an atom: 6.93 eV/A
* orbital gap (alpha / beta): 0.116 / 0.303 Eh
* total charge: -1
* total energy: -10116.0035 Eh
* spin multiplicity: 8

Atom charges from the Mulliken analysis, given in e for atoms 1 to 6: atom 1 (C): 0.05, atom 2 (O): -0.56, atom 3 (C): 1.00, atom 4 (O): -0.64, atom 5 (O): -0.65, atom 6 (F): -0.19

[7]
Here is a single CH6N2O2S molecule from the OMol25 dataset. Energies are from ωB97M-V with the def2-TZVPD basis set.

XYZ file:
```
12
Properties=species:S:1:pos:R:3
C 1.832 0.513 -0.074
H 2.506 1.275 0.385
H 1.533 0.889 -0.976
H -1.054 -0.349 -2.193
O 0.667 0.193 0.773
S -0.880 -0.068 -0.130
N -0.699 -0.838 -1.423
O -1.379 1.258 -0.386
H -1.003 -1.372 1.656
N -1.672 -0.877 1.095
H 2.371 -0.414 -0.298
H -2.223 -0.210 1.573
```

Output
* molar mass: 110.14 g mol⁻¹
* largest force on an atom: 3.98 eV/A
* orbital gap: 0.395 Eh
* total charge: 0
* SMILES: CO[S@@](=N)(N)=O
* energy relative to the best compared isomer or geometry (same formula, charge and spin): 184.6 kJ/mol
* total energy: -699.7800 Eh
* spin multiplicity: 1

Atom charges from the Mulliken analysis, given in e for atoms 1 to 6: atom 1 (C): -0.59, atom 2 (H): 0.25, atom 3 (H): 0.31, atom 4 (H): 0.29, atom 5 (O): -0.38, atom 6 (S): 0.99